Computed, not measured: the molecule C4H8N2S, with ωB97M-V with the def2-TZVPD basis set.

Geometry as XYZ:
```
15
Properties=species:S:1:pos:R:3:forces:R:3
C -2.302 0.452 -0.186 -1.36 0.14 -1.08
C -0.240 0.683 0.924 -1.71 -0.36 1.66
C 2.133 0.779 -0.410 1.20 -0.56 -2.22
C -0.765 -1.460 -0.266 -1.46 -0.03 -3.47
N -1.139 -0.057 0.074 1.31 -2.53 0.78
N -3.319 0.886 -0.524 -0.16 0.11 0.24
S 0.749 1.861 -0.026 0.59 -0.43 0.95
H 0.226 -0.082 1.565 1.04 0.47 -0.66
H -0.937 1.067 1.730 1.06 0.98 -1.06
H 3.086 1.271 -0.674 -0.74 0.54 0.29
H 2.443 0.025 0.250 -0.02 -0.43 2.28
H 2.025 0.071 -1.250 -0.84 0.77 -0.46
H -0.306 -1.381 -1.369 -1.07 -0.79 2.31
H -0.026 -1.864 0.375 0.87 0.16 0.80
H -1.629 -2.252 -0.213 1.28 1.95 -0.37
```
Positions in Å, forces in eV/Å.

**Lowest unoccupied orbital energy**: 0.59 eV
**SMILES**: CSCN(C)C#N
**Gap between HOMO and LUMO**: 9.56 eV


Computed, not measured: a cluster of 2 separate species, C4H8N2S in total, with ωB97M-V with the def2-TZVPD basis set.

Geometry as XYZ:
```
15
Properties=species:S:1:pos:R:3:forces:R:3
C -0.808 -1.254 0.599 2.04 -2.28 -1.41
C -1.040 0.140 0.103 -0.44 2.12 -0.34
C 0.693 -0.892 0.833 -1.26 2.97 -2.62
C 0.807 1.547 -0.079 1.48 2.95 -3.89
H -0.015 -1.966 -1.750 0.59 1.09 -0.27
H -1.321 -1.673 1.501 0.21 0.35 -1.21
H -1.808 0.769 0.579 -0.04 -0.55 -0.28
H -1.073 0.356 -1.035 -0.25 -0.74 1.78
H 1.347 -1.052 -0.012 0.46 -1.36 0.34
H 1.068 -0.938 1.774 1.41 -0.93 2.63
H 2.158 1.519 -0.623 -4.05 0.06 2.22
H 0.531 3.064 -1.149 -2.78 -1.61 1.79
N 0.317 0.546 0.582 -1.68 -2.79 1.31
N -0.149 2.384 -0.514 6.20 1.69 -1.88
S -0.709 -2.549 -0.811 -1.91 -0.97 1.83
```
Positions in Å, forces in eV/Å.

**Lowest unoccupied orbital energy**: 0.71 eV
**Gap between HOMO and LUMO**: 9.52 eV


Computed, not measured: a cluster of 2 separate species, C4H8N2S in total, with ωB97M-V with the def2-TZVPD basis set.

Geometry as XYZ:
```
15
Properties=species:S:1:pos:R:3:forces:R:3
C 0.787 -1.557 1.148 -0.02 -0.47 -0.95
C 0.817 -1.168 2.430 -1.21 0.70 -0.68
C -0.216 -1.099 -1.101 -1.73 -0.71 0.88
C -0.526 2.120 0.196 0.73 0.35 -3.72
N -0.274 -1.068 0.337 3.08 -0.76 2.20
N -1.012 -0.140 0.942 -1.05 -0.14 0.91
S -0.551 -0.007 2.538 0.35 -0.35 0.70
H 1.538 -2.220 0.716 -0.44 0.08 -0.12
H 1.484 -1.507 3.228 -0.43 0.39 -0.43
H -0.771 -0.226 -1.444 0.85 0.19 -0.39
H 0.796 -1.316 -1.380 0.32 0.46 -0.74
H -0.863 -1.938 -1.311 0.02 -0.46 -1.00
H -0.754 2.751 0.986 -0.37 0.91 1.43
H 0.502 1.757 0.051 -0.53 0.15 0.42
H -1.050 2.306 -0.793 0.43 -0.34 1.49
```
Positions in Å, forces in eV/Å.

**Lowest unoccupied orbital energy (spin up / spin down)**: 0.93 / 0.43 eV
**Gap between HOMO and LUMO (spin up / spin down)**: 6.76 / 9.96 eV
**Spin multiplicity**: 3
**Expectation value of S²**: 2.013


Computed values of relative energy (zero: lowest compared OMol25 entry of this formula, charge and spin) (unit: eV) for the preceding records, in sequence: 2.801, 5.020, 2.418.